Record 1
The following is a quantum chemistry calculation of 2 unconnected molecules or ions with the total composition C3H8NOS, from the Open Molecules 2025 dataset.

```
14
Properties=species:S:1:pos:R:3:mulliken_charge:R:1
C 2.38 -0.94 0.51 -0.005
C -2.83 0.99 -2.53 -0.377
C 0.66 -0.12 1.94 -0.763
N 1.23 -0.44 0.67 0.176
O -0.84 0.34 -1.06 -0.685
S -2.33 0.42 -1.11 0.384
H 3.00 -1.18 1.37 0.240
H 2.77 -1.15 -0.47 0.273
H -2.20 1.27 -3.35 0.270
H -3.90 1.09 -2.65 0.310
H 0.56 0.96 2.03 0.318
H -0.34 -0.55 2.01 0.281
H 1.27 -0.49 2.76 0.319
H 0.58 -0.20 -0.13 0.260
```

Computed properties:
Net charge = +1
Orbital gap = 0.3357 Eh
DFT total energy = -646.981199 hartree
LUMO level = -4.51 eV

Record 2
The following is a quantum chemistry calculation of a molecular structure, C27H44Br24ClF3NO8P2, from the Open Molecules 2025 dataset.

```
110
Properties=species:S:1:pos:R:3:mulliken_charge:R:1
C -3.75 -1.62 -1.36 -0.895
C -2.27 -1.31 -0.79 0.429
C -2.08 0.29 -0.83 -0.930
C -0.76 0.78 -0.04 1.004
C -1.19 0.67 1.49 -0.751
C -1.25 1.98 2.37 -0.342
O -1.14 1.52 3.77 -0.331
C -0.90 2.62 4.65 0.518
C -2.29 3.10 5.28 0.874
F -3.06 1.94 5.51 -0.254
F -2.92 3.97 4.40 -0.232
F -2.03 3.73 6.52 -0.197
O 0.08 -0.42 -0.17 -0.927
P 1.80 -0.11 -0.41 1.232
C 3.56 0.21 -1.15 -0.181
C 4.17 1.63 -0.83 -0.124
O 4.70 2.27 -1.78 -0.648
C 1.90 -2.04 -0.39 0.683
P 2.78 -2.84 -1.83 0.761
O 2.19 -4.26 -1.96 -0.766
O 4.46 -3.09 -1.54 -0.545
O 2.55 -2.10 -3.33 -0.378
C 2.28 0.03 1.45 0.319
Cl 2.18 1.76 2.16 -0.193
C 3.75 -0.45 1.84 -0.055
C 3.77 -0.58 3.45 -0.695
O 1.51 1.62 -0.41 -0.757
C 0.11 1.96 -0.65 1.093
C 0.12 1.99 -2.28 -1.230
C 1.52 2.45 -2.87 -0.273
N 2.02 3.64 -2.75 -0.663
C -0.31 3.49 -0.37 -1.662
C -1.90 3.69 -0.38 0.091
O -2.20 4.96 0.29 -0.581
H -4.55 -1.03 -0.84 0.247
H -3.70 -1.43 -2.48 0.248
H -3.89 -2.75 -1.26 0.168
H -1.56 -1.85 -1.49 0.008
H -2.23 -1.69 0.28 0.084
H -3.03 0.77 -0.41 0.273
H -2.06 0.55 -1.93 0.463
H -2.24 0.20 1.53 0.229
H -0.53 -0.07 2.04 -0.221
H -2.25 2.53 2.29 0.344
H -0.42 2.72 2.22 0.038
H -0.29 3.46 4.22 -0.097
H -0.30 2.20 5.52 -0.389
H 1.45 -0.31 -1.80 0.075
H 4.33 -0.57 -0.87 0.648
H 3.47 0.16 -2.29 0.014
H 4.23 2.11 0.19 0.213
H 2.36 -2.47 0.56 0.255
H 0.84 -2.44 -0.42 -0.684
H 4.91 -2.75 -2.34 0.347
H 3.36 -1.67 -3.66 0.230
H 1.57 -0.62 2.06 -0.568
H 4.08 -1.41 1.33 0.291
H 4.56 0.32 1.61 0.127
H 4.24 0.37 3.88 0.286
H 2.70 -0.61 3.86 -0.252
H 4.43 -1.43 3.81 0.229
H -0.09 0.96 -2.70 0.301
H -0.66 2.72 -2.67 0.749
H 2.11 1.69 -3.48 0.212
H 2.94 3.71 -3.21 0.360
H 0.07 4.15 -1.22 0.596
H 0.18 3.90 0.57 0.219
H -2.46 2.85 0.12 -0.092
H -2.23 3.84 -1.46 0.280
H -1.44 5.54 0.10 0.370
C 3.51 -3.16 -6.99 -0.362
Br 4.04 -4.13 -5.40 0.031
Br 3.50 -1.24 -6.69 -0.027
Br 4.60 -3.64 -8.52 -0.066
H 2.49 -3.45 -7.22 0.433
C -7.64 -1.21 -2.65 -0.340
Br -7.13 -2.22 -1.08 -0.010
Br -7.61 0.70 -2.31 0.032
Br -6.57 -1.68 -4.19 -0.032
H -8.67 -1.47 -2.88 0.342
C -1.74 -5.54 0.72 -0.438
Br -1.37 -4.49 2.31 -0.042
Br -3.56 -5.29 0.10 -0.046
Br -0.44 -5.18 -0.68 0.051
H -1.64 -6.58 0.99 0.424
C 0.44 0.60 8.42 -0.391
Br 0.97 -0.44 9.97 -0.069
Br 0.42 2.50 8.79 -0.027
Br 1.54 0.18 6.87 0.044
H -0.58 0.30 8.18 0.401
C 0.62 6.32 6.35 0.019
Br -0.47 7.81 6.93 -0.020
Br 0.28 5.86 4.50 0.051
Br 2.50 6.62 6.68 -0.017
H 0.32 5.46 6.95 -0.039
C -10.38 3.46 -4.55 -0.323
Br -9.45 2.48 -5.95 0.000
Br -11.57 2.31 -3.54 -0.011
Br -9.15 4.41 -3.40 -0.013
H -11.00 4.20 -5.05 0.335
C 5.66 -7.05 -10.16 0.361
Br 3.91 -7.87 -10.24 -0.002
Br 6.81 -7.92 -8.87 -0.004
Br 6.48 -6.96 -11.92 -0.019
H 5.51 -6.02 -9.83 -0.362
C 1.90 -4.13 5.20 -0.348
Br 1.70 -2.76 3.84 0.265
Br 1.67 -5.92 4.47 -0.062
Br 3.58 -3.96 6.15 -0.075
H 1.10 -3.98 5.92 0.362
```

Computed properties:
Net charge = -1
Orbital gap = 0.2379 Eh
DFT total energy = -64930.562449 hartree
LUMO level = 0.97 eV

Record 3
The following is a quantum chemistry calculation of a molecular structure, C2H4F3LiNO5S2, from the Open Molecules 2025 dataset.

```
18
Properties=species:S:1:pos:R:3:mulliken_charge:R:1
N 0.81 -0.19 -1.11 -0.194
S -0.41 0.41 -2.38 0.594
O 0.09 -0.67 -3.36 -0.613
O -1.70 0.14 -1.66 -0.675
S 0.80 0.28 0.39 0.944
O -0.33 1.19 0.65 -0.672
O 2.14 0.63 0.85 -0.658
C 0.37 -1.23 1.40 0.714
F -0.76 -1.77 0.95 -0.230
F 1.34 -2.12 1.31 -0.232
F 0.21 -0.88 2.67 -0.232
Li -2.20 1.27 -0.12 0.941
O -3.48 2.39 0.37 -1.043
H -4.29 2.68 -0.03 0.118
C 1.83 -1.17 -2.06 -0.793
H 1.21 -2.05 -2.22 0.357
H 2.61 -1.79 -1.60 0.280
H 2.55 -0.36 -2.26 0.395
```

Computed properties:
Net charge = -1
Orbital gap = 0.2760 Eh
DFT total energy = -1613.082868 hartree
LUMO level = 3.01 eV

Record 4
The following is a quantum chemistry calculation of 2 unconnected molecules or ions with the total composition C22H24FOSi, from the Open Molecules 2025 dataset.

```
49
Properties=species:S:1:pos:R:3:mulliken_charge:R:1
F -7.00 2.15 0.84 -0.294
C -5.71 1.94 1.26 0.098
C -5.33 2.50 2.48 -0.444
C -4.01 2.25 2.90 -0.570
C -3.13 1.53 2.11 -0.463
C -3.52 0.97 0.84 0.868
C -2.53 0.30 0.07 0.330
C -2.69 -0.49 -1.10 0.771
C -1.61 -1.35 -1.49 -0.324
C -1.70 -2.16 -2.61 -0.715
C -2.87 -2.17 -3.40 -0.318
C -3.94 -1.33 -3.04 -0.839
C -3.83 -0.47 -1.95 -0.147
C -4.88 1.17 0.46 -0.618
H -6.02 3.10 3.07 0.463
H -3.68 2.64 3.86 0.413
H -2.10 1.37 2.44 0.441
H -1.53 0.33 0.50 -0.207
H -0.70 -1.35 -0.88 0.432
H -0.86 -2.80 -2.89 0.419
H -2.93 -2.79 -4.29 0.403
H -4.86 -1.34 -3.62 0.409
H -4.63 0.25 -1.79 0.378
H -5.31 0.72 -0.43 0.367
C 6.68 -2.65 -1.51 -0.817
O 5.40 -2.20 -2.00 -0.420
C 4.59 -1.42 -1.23 0.648
C 3.35 -1.07 -1.82 -0.696
C 2.43 -0.32 -1.12 -0.286
C 2.71 0.06 0.20 0.335
Si 1.43 1.02 1.17 0.138
H 0.10 1.14 0.44 -0.010
C 1.22 0.27 2.87 -1.100
C 2.18 2.72 1.35 -1.032
C 3.97 -0.21 0.76 -0.475
C 4.91 -0.97 0.07 -0.495
H 7.06 -3.25 -2.33 0.241
H 7.36 -1.81 -1.32 0.335
H 6.58 -3.27 -0.60 0.339
H 3.17 -1.43 -2.84 0.401
H 1.49 -0.03 -1.60 0.420
H 0.76 -0.73 2.82 0.307
H 2.20 0.16 3.36 0.375
H 0.59 0.90 3.52 0.357
H 2.41 3.14 0.36 0.323
H 1.53 3.42 1.89 0.320
H 3.13 2.61 1.91 0.326
H 4.23 0.18 1.76 0.246
H 5.87 -1.21 0.52 0.367
```

Computed properties:
Net charge = +1
Orbital gap = 0.1602 Eh
DFT total energy = -1317.033659 hartree
LUMO level = -6.07 eV

Record 5
The following is a quantum chemistry calculation of 2 unconnected molecules or ions with the total composition C13H28F3NO4, from the Open Molecules 2025 dataset.

```
49
Properties=species:S:1:pos:R:3:mulliken_charge:R:1
C 0.27 -1.74 2.29 -0.095
O -0.40 -2.52 1.33 -0.353
C -1.80 -2.40 1.36 -1.180
C -2.30 -1.65 0.12 0.488
C -3.72 -1.14 0.39 -0.684
N -4.56 -1.11 -0.80 -0.594
O -1.37 -0.63 -0.12 0.060
C -1.66 0.22 -1.20 -0.622
C -0.45 1.11 -1.45 -0.631
C -0.04 1.89 -0.22 -0.387
O -1.01 2.88 0.11 -0.440
C -1.87 2.55 1.16 -0.123
C -1.94 3.74 2.10 0.854
F -2.91 3.55 3.04 -0.273
F -0.76 3.92 2.76 -0.270
F -2.23 4.90 1.44 -0.263
H 1.23 -1.49 1.87 -0.239
H 0.41 -2.29 3.23 0.361
H -0.24 -0.80 2.47 0.110
H -2.27 -3.38 1.42 0.396
H -2.12 -1.84 2.24 0.462
H -2.36 -2.34 -0.72 0.281
H -3.61 -0.14 0.83 0.181
H -4.16 -1.77 1.16 0.527
H -5.51 -1.40 -0.61 0.224
H -4.59 -0.19 -1.21 0.225
H -1.89 -0.35 -2.10 0.392
H -2.52 0.86 -0.98 0.133
H 0.39 0.52 -1.80 0.248
H -0.74 1.83 -2.22 0.430
H 0.89 2.42 -0.44 0.358
H 0.15 1.23 0.62 0.255
H -1.53 1.69 1.73 -0.034
H -2.88 2.36 0.80 0.189
C 4.43 -0.89 -3.00 -1.074
C 4.23 0.33 -2.11 -0.357
O 3.01 0.33 -1.40 -0.346
C 2.83 -0.74 -0.49 0.734
C 3.87 -0.81 0.61 -1.326
H 3.57 -1.02 -3.66 0.288
H 5.33 -0.78 -3.60 0.415
H 4.54 -1.81 -2.41 0.264
H 4.20 1.22 -2.73 0.346
H 5.08 0.44 -1.43 0.311
H 2.77 -1.70 -1.03 0.277
H 1.84 -0.58 -0.05 -0.614
H 4.86 -1.05 0.23 0.374
H 3.60 -1.58 1.34 0.428
H 3.93 0.15 1.13 0.293
```

Computed properties:
Orbital gap = 0.3744 Eh
DFT total energy = -1167.389717 hartree
LUMO level = 0.73 eV